No. 1
Density functional theory data (ωB97M-V/def2-TZVPD) for a structure of composition C4H10ClO2Zn.

Summary:
- multiplicity = 2
- total charge = +2
- HOMO-LUMO gap (alpha / beta) (Ha) = 0.14444 / 0.13102
- lowest unoccupied orbital energy (alpha / beta) (eV) = -12.11 / -12.15

```
18
Properties=species:S:1:pos:R:3:forces:R:3
Zn 3.241 -2.645 4.048 -2.06 0.97 -0.84
Cl 1.358 -1.641 3.166 2.21 -1.16 1.03
C 2.055 1.628 0.460 0.97 -0.34 0.61
O 1.241 0.711 -0.240 0.09 1.18 0.98
C 0.000 0.446 0.398 -0.55 -2.09 -0.98
C -0.774 -0.614 -0.392 -1.72 1.72 -1.51
O -1.154 -0.028 -1.643 0.72 0.20 -0.31
C -2.346 -0.555 -2.240 -0.25 -0.20 0.43
H 1.974 1.442 1.531 -0.02 -0.50 0.30
H 1.754 2.675 0.488 -0.72 0.34 -0.91
H 3.095 1.588 0.136 -0.31 -0.23 -0.40
H -0.525 1.386 0.571 -0.25 0.28 -0.38
H 0.106 0.024 1.397 0.88 0.17 0.40
H -1.702 -0.773 0.157 0.01 -0.34 0.47
H -0.306 -1.570 -0.626 0.57 0.02 0.61
H -2.585 -0.139 -3.219 0.68 0.51 0.18
H -3.175 -0.309 -1.576 -0.22 -0.33 0.01
H -2.258 -1.626 -2.419 -0.02 -0.19 0.32
```
Forces are in eV/Å.

natural (NBO) population analysis, charges in e, atoms 1 to 5: 1.550 -0.544 -0.326 -0.034 -0.149

***

No. 2
Density functional theory data (ωB97M-V/def2-TZVPD) for a structure of composition C23H19ClF16IN2O5PS.

Summary:
- HOMO-LUMO gap (Ha) = 0.28218
- lowest unoccupied orbital energy (eV) = -1.16

```
69
Properties=species:S:1:pos:R:3:forces:R:3
C 7.000 -5.200 1.675 -0.71 0.96 -1.04
P 7.569 -3.413 1.377 0.83 0.99 0.52
O 8.389 -3.320 -0.096 -1.64 -1.14 0.61
C 5.982 -2.433 1.098 -1.03 -0.65 -0.41
C 4.793 -2.944 1.790 -0.64 2.85 -1.66
C 3.526 -2.225 1.654 0.54 0.37 0.25
C 2.244 -2.750 2.364 0.41 -0.39 -1.27
C 1.179 -3.110 1.242 -0.03 -0.46 0.27
C 1.450 -4.533 0.609 -0.63 1.62 -0.73
Cl 1.167 -5.894 1.769 0.34 0.58 -0.56
C 3.476 -1.022 0.854 2.21 -0.63 -0.27
C 4.677 -0.556 0.152 -1.14 -0.72 1.12
C 5.945 -1.235 0.243 -2.08 -0.46 1.82
N 7.111 -0.724 -0.446 -1.93 -0.80 -0.77
C 6.993 -0.875 -1.661 1.90 -0.11 -0.95
S 7.195 -1.167 -3.211 -0.60 0.42 1.57
C 4.252 0.706 -0.623 -0.04 -0.38 0.19
O 4.850 1.319 -1.455 0.25 -0.23 0.12
N 2.904 1.071 -0.221 -0.57 -2.17 -0.18
I 1.554 1.156 -1.821 0.50 0.69 -0.26
C 2.335 -0.038 0.555 1.61 0.23 0.57
O 1.182 -0.062 0.877 0.28 -0.36 0.29
H 6.079 -5.361 1.061 0.76 -0.38 0.38
H 7.845 -5.859 1.367 -0.74 0.39 0.42
H 6.715 -5.298 2.748 0.52 -0.01 -0.77
H 7.845 -3.770 -0.771 0.51 0.33 -0.04
H 4.794 -3.843 2.439 0.23 0.69 -0.65
H 1.860 -2.025 3.117 0.23 -0.45 -0.69
H 2.508 -3.710 2.870 -0.25 0.83 -0.11
H 0.139 -3.043 1.662 0.96 -0.26 -0.40
H 1.215 -2.390 0.381 0.02 -0.61 0.91
H 0.731 -4.619 -0.248 0.59 -0.34 0.92
H 2.472 -4.540 0.153 -0.69 -0.41 0.76
C -4.400 1.371 -2.863 -0.67 -0.25 0.11
C -3.114 0.765 -3.456 -0.83 -0.20 -0.53
C -1.851 1.612 -3.319 0.61 0.13 0.15
F -1.950 2.792 -3.957 -0.03 -0.16 0.00
F -0.790 0.961 -3.875 -0.06 -0.22 0.06
F -3.337 0.432 -4.749 0.24 0.16 0.02
F -2.894 -0.410 -2.799 0.26 0.27 0.25
O -5.290 2.022 -3.773 0.86 0.54 -0.56
C -5.047 3.361 -4.082 -0.37 -0.81 1.30
C -4.722 3.567 -5.563 0.08 0.10 -0.71
F -3.627 2.869 -5.928 -0.13 -0.04 0.18
F -4.464 4.872 -5.813 -0.15 0.00 0.29
F -4.098 3.859 -3.267 -0.03 0.34 -0.33
F -6.185 4.028 -3.784 0.03 0.11 -0.42
H -4.983 0.527 -2.487 0.10 -0.06 -0.22
H -4.203 1.977 -1.992 0.15 0.26 -0.47
H -1.613 1.800 -2.268 -0.14 -0.08 0.05
H -5.557 3.247 -6.190 -0.11 -0.01 0.17
C -2.873 3.373 2.486 0.55 0.52 -0.40
C -3.475 3.389 3.904 -0.55 0.41 -0.63
C -3.312 2.108 4.720 0.05 -0.33 0.76
F -3.921 1.052 4.144 0.03 0.15 -0.04
F -3.879 2.262 5.942 0.05 0.26 -0.11
F -4.776 3.751 3.825 0.04 -0.24 0.11
F -2.847 4.390 4.585 0.27 -0.34 0.08
O -3.769 3.116 1.404 -0.51 -0.92 0.46
C -4.040 1.788 1.081 1.37 0.95 0.42
C -5.512 1.424 1.280 -0.77 -0.13 0.03
F -5.893 1.605 2.559 0.21 0.10 -0.14
F -5.721 0.119 0.983 0.31 0.07 -0.17
F -3.206 0.975 1.749 -0.37 -0.35 -0.27
F -3.723 1.650 -0.236 -0.22 -0.20 0.55
H -2.523 4.390 2.298 -0.23 0.01 0.09
H -1.975 2.756 2.424 -0.20 -0.18 0.15
H -2.255 1.867 4.869 0.04 0.10 -0.11
H -6.154 2.037 0.643 0.16 0.06 -0.09
```
Forces are in eV/Å.

natural (NBO) population analysis, charges in e, atoms 1 to 5: -0.958 1.073 -0.941 -0.357 -0.213

***

No. 3
Density functional theory data (ωB97M-V/def2-TZVPD) for the ion C5H11NS2 with charge -2.

Summary:
- ΔE to the lowest compared entry with this formula, charge and spin (kJ/mol) = 32.49
- total charge = -2
- HOMO-LUMO gap (Ha) = 0.22332
- structure (SMILES) = [S-]CCCNCC[S-]
- lowest unoccupied orbital energy (eV) = 5.67

```
19
Properties=species:S:1:pos:R:3:forces:R:3
S 3.012 -3.435 0.819 -0.49 0.21 -0.31
C 2.405 -1.776 0.215 1.09 -0.49 0.23
C 0.962 -1.398 0.568 1.21 0.41 -0.74
C 0.567 -0.036 -0.059 -0.27 -0.60 0.14
N -0.693 -0.074 -0.818 0.32 -0.51 0.42
C -1.276 1.229 -1.020 -0.95 1.89 0.17
C -2.378 1.721 -0.048 -0.37 0.10 -0.02
S -3.058 3.403 -0.438 0.23 -0.39 -0.13
H 2.569 -1.652 -0.864 -0.19 -0.27 0.02
H 3.157 -1.135 0.682 -0.43 0.61 0.00
H 0.384 -2.241 0.186 -0.48 0.17 0.34
H 0.959 -1.284 1.647 -0.57 -0.50 0.20
H 1.337 0.287 -0.760 0.18 0.13 0.11
H 0.522 0.672 0.780 -0.03 0.32 -0.22
H -1.324 -0.695 -0.324 -0.18 0.16 -0.07
H -1.711 1.408 -2.014 0.22 -0.50 -0.05
H -0.531 2.025 -0.910 0.38 -0.32 -0.24
H -3.219 1.017 -0.042 0.10 -0.12 -0.02
H -2.003 1.792 0.970 0.23 -0.29 0.17
```
Forces are in eV/Å.

natural (NBO) population analysis, charges in e, atoms 1 to 5: -0.780 -0.496 -0.441 -0.205 -0.639

***

No. 4
Density functional theory data (ωB97M-V/def2-TZVPD) for a cluster of 3 separate species, C2H9N4O in total.

Summary:
- ΔE to the lowest compared entry with this formula, charge and spin (kJ/mol) = 360.51
- total charge = +1
- HOMO-LUMO gap (Ha) = 0.36483
- lowest unoccupied orbital energy (eV) = -4.19

```
16
Properties=species:S:1:pos:R:3:forces:R:3
C -1.805 -0.415 0.688 -1.31 1.46 0.38
C -0.071 0.782 -1.484 -0.37 -2.34 1.42
N -2.371 0.605 0.994 0.35 -0.28 -0.15
N 1.573 -1.809 0.110 -1.03 0.42 1.87
N 0.544 0.605 -0.321 -1.39 -0.89 -6.60
N 0.586 1.589 0.428 0.32 4.94 4.07
O -1.126 -1.324 0.478 0.24 -1.18 0.03
H -0.345 -0.111 -2.069 0.84 0.60 0.15
H -0.689 1.672 -1.604 0.48 -0.02 -0.07
H 1.178 -0.217 -0.118 -0.06 -1.61 0.01
H -3.184 1.054 0.609 -0.13 -0.18 0.05
H 1.919 -1.883 1.090 -0.32 -0.11 -1.02
H 0.601 -2.220 0.109 1.92 0.15 -0.34
H -0.016 2.370 0.211 0.07 -0.01 0.19
H 0.953 1.556 1.352 0.37 -0.37 0.44
H 2.254 -2.252 -0.474 0.01 -0.57 -0.44
```
Forces are in eV/Å.

natural (NBO) population analysis, charges in e, atoms 1 to 5: 0.877 -0.133 -0.766 -1.098 -0.195

***

No. 5
Density functional theory data (ωB97M-V/def2-TZVPD) for a structure of composition C18H14ClN3O2Pt.

Summary:
- multiplicity = 5
- total charge = +2
- HOMO-LUMO gap (alpha / beta) (Ha) = 0.22604 / 0.17467
- lowest unoccupied orbital energy (alpha / beta) (eV) = -7.16 / -10.87

```
39
Properties=species:S:1:pos:R:3:forces:R:3
Cl -2.699 -1.172 -2.997 0.80 0.31 0.02
C 0.930 -1.598 -4.631 0.40 0.42 0.02
C 1.704 -0.380 -4.484 -0.31 -0.06 -0.90
C 0.859 0.721 -4.824 -0.48 -0.42 -0.61
H 2.748 -0.324 -4.193 -0.19 -0.02 -0.07
C -0.453 0.208 -5.192 1.47 -0.44 0.51
C -0.373 -1.236 -5.057 -0.41 0.51 -0.25
H -1.214 -1.896 -5.219 0.20 -0.04 -0.14
H 1.293 -2.603 -4.446 -0.09 0.18 -0.04
H 1.141 1.771 -4.859 -0.03 -0.29 0.06
C -1.619 0.984 -5.638 -0.53 0.24 0.10
Pt -0.018 -0.299 -2.838 -0.97 -0.38 -1.03
C 1.409 0.541 -1.774 4.40 3.61 1.87
C -0.201 -1.576 -1.401 -2.02 -4.88 2.86
O 2.285 0.960 -1.136 -2.62 -1.32 -2.68
O -0.340 -2.369 -0.568 0.26 2.01 -2.90
H -1.647 1.957 -5.136 -0.02 -0.12 -0.20
H -2.531 0.434 -5.388 0.07 0.17 -0.16
H -1.589 1.156 -6.721 0.04 -0.07 0.15
N -0.388 1.183 8.959 -0.08 -0.89 -3.45
C -0.405 0.896 7.806 -0.12 0.79 3.05
C -0.366 0.593 6.419 0.21 0.24 0.86
C -1.420 0.928 5.559 -1.47 0.47 -1.45
C -1.320 0.752 4.183 -1.42 0.89 1.76
C -0.144 0.251 3.667 0.39 -0.10 -2.04
C 0.902 -0.162 4.512 1.17 -0.23 2.60
C 0.795 0.018 5.893 1.05 -0.66 -1.71
N 0.020 0.158 2.290 1.05 -0.97 0.93
C 1.089 -0.593 1.798 1.35 -0.98 0.61
C 1.066 -0.543 0.463 1.17 -0.83 3.75
N 0.007 0.205 0.082 -2.04 1.94 0.52
C -0.635 0.628 1.139 0.36 -0.44 -0.47
H -2.335 1.362 5.970 0.31 -0.19 -0.07
H -2.135 1.017 3.507 0.18 -0.02 0.41
H 1.859 -0.585 4.205 -0.57 0.30 -0.29
H 1.639 -0.265 6.534 -0.49 0.16 -0.23
H 1.798 -1.211 2.392 -0.99 0.89 -0.43
H 1.835 -1.132 -0.005 -0.39 0.31 -1.07
H -1.547 1.219 1.129 0.36 -0.09 0.11
```
Forces are in eV/Å.

natural (NBO) population analysis, charges in e, atoms 1 to 5: -0.333 -0.200 -0.213 -0.281 0.270

***

No. 6
Density functional theory data (ωB97M-V/def2-TZVPD) for an isolated molecule of C2H4ClN2P.

Summary:
- ΔE to the lowest compared entry with this formula, charge and spin (kJ/mol) = 224.08
- HOMO-LUMO gap (Ha) = 0.34708
- structure (SMILES) = ClN1CCN=P1
- lowest unoccupied orbital energy (eV) = -0.13

```
10
Properties=species:S:1:pos:R:3:forces:R:3
Cl -3.330 0.869 0.427 0.90 -0.40 -0.85
N -2.037 -0.005 -0.529 -3.09 -0.38 0.18
C -0.746 0.431 -0.200 1.54 -0.54 2.86
C 0.172 -0.813 -0.018 -3.64 -0.11 4.71
N -0.732 -2.005 0.145 0.09 0.30 0.14
P -2.241 -1.695 -0.064 0.70 0.30 -0.28
H -0.767 0.916 0.807 0.09 0.03 -0.92
H -0.277 1.034 -0.898 0.41 1.68 -1.52
H 0.781 -1.067 -0.765 2.74 -0.38 -2.91
H 0.651 -0.660 0.992 0.26 -0.50 -1.41
```
Forces are in eV/Å.

natural (NBO) population analysis, charges in e, atoms 1 to 5: 0.043 -0.673 -0.282 -0.233 -0.878

***

No. 7
Density functional theory data (ωB97M-V/def2-TZVPD) for an isolated molecule of C3H7OPS.

Summary:
- ΔE to the lowest compared entry with this formula, charge and spin (kJ/mol) = 196.71
- HOMO-LUMO gap (Ha) = 0.31662
- structure (SMILES) = C=CP(O)SC
- lowest unoccupied orbital energy (eV) = 0.10

```
13
Properties=species:S:1:pos:R:3:forces:R:3
C 1.311 -2.277 -1.107 -2.24 0.88 2.28
C 0.506 -1.673 -0.195 -0.87 -1.03 -0.44
P -0.914 -0.541 -0.738 1.85 1.32 1.14
O 0.291 0.481 -1.289 -0.97 0.51 -0.66
S -1.782 0.702 1.058 -0.09 -0.93 -0.03
C -1.094 2.439 1.373 0.91 -1.87 -2.06
H 1.914 -3.088 -0.747 0.64 -0.04 -0.49
H 1.030 -2.049 -2.100 0.68 -0.21 -1.35
H 0.510 -1.985 0.823 0.27 -0.14 0.82
H 1.117 0.046 -1.049 0.18 0.40 -0.07
H -0.732 2.590 2.426 -0.69 -0.10 -1.25
H -0.242 2.307 0.622 -0.75 1.21 1.17
H -1.916 3.048 0.924 1.07 0.00 0.95
```
Forces are in eV/Å.

natural (NBO) population analysis, charges in e, atoms 1 to 5: -0.405 -0.542 1.053 -0.992 -0.251

***

| no. | molecular weight (g/mol) |
| --- | --- |
| 1 | 190.97 |
| 2 | 932.78 |
| 3 | 149.28 |
| 4 | 105.12 |
| 5 | 534.86 |
| 6 | 122.50 |
| 7 | 122.13 |